Formula: C12H42Ba2F3N2O10
Source: the OMol25 dataset
Level of theory: wB97M-V/def2-TZVPD

Each line ends with the Mulliken charge.
Geometry (Å):
N: -1.01 -4.23 -3.22  -0.331
H: -0.40 -3.74 -3.88  0.224
H: -0.64 -4.34 -2.24  0.307
H: -1.22 -5.15 -3.65  0.431
H: -1.93 -3.80 -3.07  0.369
N: 1.96 2.21 -2.35  -0.075
H: 1.76 3.16 -2.66  0.423
H: 1.19 1.88 -1.72  0.125
H: 2.86 1.98 -1.84  0.381
H: 1.92 1.53 -3.13  0.255
Ba: 2.46 -2.08 -3.22  1.784
Ba: -1.02 -0.33 -3.81  1.798
C: 4.19 0.14 -0.78  0.620
O: 3.42 1.29 -0.42  -0.367
O: 4.06 -0.04 -2.10  -1.048
C: 5.65 0.20 -0.30  0.568
F: 6.27 1.29 -0.74  -0.224
F: 5.71 0.09 1.03  -0.201
F: 6.31 -0.86 -0.80  -0.289
C: 3.59 1.96 0.87  -0.141
C: 2.55 3.05 0.92  -1.357
H: 2.73 3.60 1.86  0.500
H: 2.78 3.86 0.22  0.352
H: 1.52 2.70 0.95  0.181
H: 4.58 2.42 0.91  0.383
H: 3.50 1.17 1.61  0.187
H: 3.73 -0.62 -0.12  -0.044
O: -0.62 1.29 -1.54  -0.963
C: -0.71 0.44 -0.43  0.399
C: -0.04 -0.93 -0.44  0.895
O: 0.03 -1.72 -1.67  -1.080
H: -1.80 0.37 -0.25  -0.516
H: -0.39 0.98 0.47  -0.048
H: -0.52 -1.58 0.30  -0.448
H: 0.98 -0.83 -0.04  -0.033
C: -1.33 0.83 4.10  -0.759
O: -0.80 -0.28 3.35  -0.368
H: -0.85 0.87 5.08  0.303
H: -1.10 1.78 3.61  0.311
H: -2.40 0.72 4.23  0.289
H: -0.86 -0.05 2.43  0.162
C: -4.25 0.82 -1.58  -0.530
O: -4.86 1.83 -2.34  -0.507
H: -3.35 0.44 -2.11  0.025
H: -4.04 1.15 -0.56  0.133
H: -4.96 0.01 -1.37  0.511
H: -5.32 1.44 -3.09  0.303
C: -3.75 -1.01 1.83  -0.275
O: -5.07 -0.76 1.39  -0.539
H: -3.12 -1.16 0.94  -0.142
H: -3.37 -0.07 2.23  0.158
H: -3.60 -1.81 2.56  0.440
H: -5.59 -1.55 1.59  0.316
C: -1.38 -4.31 1.19  -0.351
O: -0.37 -4.22 0.14  -0.561
H: -1.95 -3.38 1.24  -0.016
H: -2.01 -5.16 0.97  0.317
H: -0.81 -4.47 2.11  0.268
H: -0.24 -3.30 -0.08  0.485
C: -2.11 4.40 -1.64  -0.576
O: -0.75 4.05 -1.40  -0.575
H: -2.36 4.18 -2.69  0.212
H: -2.78 3.80 -1.03  0.192
H: -2.30 5.46 -1.49  0.304
H: -0.72 3.09 -1.26  0.362
C: 2.48 -1.41 2.63  -0.249
O: 1.70 -1.81 3.75  -0.540
H: 3.55 -1.47 2.82  0.366
H: 2.30 -2.08 1.76  0.104
H: 2.13 -0.40 2.42  0.071
H: 0.80 -1.50 3.57  0.343

The total charge is +3. For the HOMO energy, the calculation gives -15.8 eV. As for the spin multiplicity: 1. As for the orbital gap: 3.495 eV. Its max |F| is 3.7 eV Å⁻¹. Its relative energy (zero: lowest compared OMol25 entry of this formula, charge and spin) is 1.0579 eV.